[1]
# C22H26N6O3

A single C22H26N6O3 molecule at a distorted geometry (ωB97M-V/def2-TZVPD, the Open Molecules 2025 dataset).

```
57
Properties=species:S:1:pos:R:3
C -2.5070 -2.4905 1.0770
H -2.5506 -1.3824 -4.2407
H -2.7138 -0.0857 -2.0469
H 3.6911 2.9358 -3.2251
C -0.3842 0.2307 -3.6705
C -0.7215 -1.5716 2.3301
C -0.4966 -0.6523 1.2491
N -3.9101 -2.7663 -0.5064
H -4.2087 -0.9584 -2.4660
O 2.2744 1.4799 -3.1510
H 2.8423 -0.6105 -1.7224
C 1.7696 -0.5008 -1.8829
C 0.9742 0.7552 6.1062
C 2.7191 2.7588 -2.7665
H 1.8935 -1.0460 -3.9662
H 3.7197 2.2413 -0.8998
H -1.4292 0.3513 -3.9474
H 2.0081 3.5322 -3.0882
C 1.3255 -1.3409 -3.0788
O 1.7139 1.7550 -0.9540
C -0.6935 2.0615 4.9898
N -3.5498 -3.1985 0.6934
H -1.5434 2.7268 5.0281
O -0.5898 -3.1203 -2.4136
H -0.6249 0.8211 -1.5990
H 2.3244 -0.3174 4.8409
C 1.4411 0.9780 -2.1235
H -0.6390 2.0168 2.8504
C 1.4776 0.3537 4.8815
H 1.2368 -0.8304 -0.9919
H 0.2412 0.5265 -4.5210
C -0.9668 -2.0956 -2.9485
C -0.1146 1.6082 6.1629
C -3.1620 -1.0714 -2.1783
H 1.9819 -0.5886 2.4792
N -1.2165 -0.6600 0.1449
C -2.4346 -1.8712 -3.2732
C -3.1089 -1.7951 -0.8850
H 2.2033 1.1087 2.0353
C -0.1861 1.6649 3.7655
C -1.7198 -2.4862 2.2448
C 1.4634 0.3730 2.3642
H -2.8935 -2.8603 -3.3232
N 0.4657 0.2936 1.3266
N -0.0833 -1.1415 -3.3475
H -0.0998 -1.5111 3.2068
H 2.5620 3.5986 -0.7306
H -0.2653 2.1700 -2.7068
C -0.0475 1.1266 -2.4741
H 1.4805 -2.4007 -2.8728
H 1.4298 0.3966 7.0174
H 0.5964 0.8759 0.5130
N -2.1931 -1.5700 0.0896
C 0.9019 0.8049 3.7010
H -1.9345 -3.1951 3.0269
C 2.7622 2.6561 -1.2410
H -0.5115 1.9171 7.1183
```

Calculated values
Relative energy (zero: lowest compared OMol25 entry of this formula, charge and spin) in kcal/mol: 17.18
LUMO energy in Eh: 0.01343
Net charge: 0
SMILES: O=C(CCc1nnc2ccc(NCc3ccccc3)nn12)N1CCC2(CC1)OCCO2

Löwdin population analysis, charges in e, atoms 1 to 8: C -0.28; H 0.11; H 0.10; H 0.13; C -0.13; C 0.02; C -0.30; N 0.07



[2]
# C22H26N6O7PtS

A molecular structure, C22H26N6O7PtS (ωB97M-V/def2-TZVPD, the Open Molecules 2025 dataset).

```
63
Properties=species:S:1:pos:R:3
O 0.4558 -0.8753 3.2638
H -0.0610 0.5564 -3.0058
H 1.7161 -5.3235 3.3680
C -2.1059 2.1623 0.7127
H 1.5697 -0.0374 2.1829
C 1.7290 2.4693 -0.9818
H -5.7585 1.3457 1.6244
H 3.2163 3.3720 -2.2468
H -4.1426 -0.5135 -2.0395
C 3.0177 2.7146 -1.4120
C 0.7821 -4.8497 3.0767
C 4.0790 2.0946 -0.7638
S -0.8428 -0.2336 3.0052
H 2.5205 -1.0828 -1.3588
C -0.0172 -3.1463 1.5485
O -1.1366 -3.3387 1.9534
C 2.5252 0.9615 0.7259
H -3.5039 1.0826 -1.6064
H -2.7134 4.2286 0.6577
N 1.0478 -3.9483 1.9611
H 0.8974 2.9381 -1.4929
H 0.0515 -5.6032 2.7892
Pt -1.1077 -0.5602 0.7400
H 3.3900 -3.0579 -0.2461
C 2.2318 -3.9075 1.3195
H 2.9878 -4.5943 1.6751
H -1.1020 1.6683 -2.0871
C -3.8029 0.6119 1.2413
H 0.3807 -4.2737 3.9074
C -2.0380 -0.2398 -2.5322
C -1.9927 -1.3223 -3.6243
H -5.0726 3.7347 1.1995
N 1.5836 -1.2731 -1.0435
C -4.3504 2.9334 1.1164
H -0.3796 3.3837 0.3642
C -0.7447 2.3670 0.4639
H 0.9343 -0.5030 -1.1106
C -4.7461 1.5979 1.3481
H 4.6116 0.6967 0.8078
C 1.4212 -2.1387 -0.0296
H 6.1001 2.0479 0.5193
O 2.4230 0.0407 1.6959
C 3.8200 1.2303 0.2927
C 1.4430 1.6009 0.0817
C -1.0835 0.9154 -2.8746
O 6.4651 2.2001 -0.3606
O 5.7111 2.7185 -2.3740
H -0.9812 -1.7128 -3.7367
C -3.4727 0.2878 -2.3510
N -2.5311 0.8750 0.9006
C 5.4631 2.3684 -1.2547
O -2.0031 -0.9748 3.4608
O -0.8439 1.1836 3.2786
H -2.3074 -0.8861 -4.5729
N 0.2845 -2.1282 0.6534
H -4.0309 -0.4269 1.4394
N -1.6175 -0.8392 -1.3210
H -1.4035 1.3746 -3.8110
C 2.4504 -3.0715 0.2817
C -3.0513 3.2125 0.8114
H -3.8237 0.6849 -3.3045
N 0.1208 1.3487 0.4526
H -2.6619 -2.1461 -3.3781
```

Calculated values
Relative energy (zero: lowest compared OMol25 entry of this formula, charge and spin) in kcal/mol: 0.00
LUMO energy (spin up / spin down) in Eh: 0.00366 / -0.06228
Multiplicity: 5
Net charge: 0

Löwdin population analysis, charges in e, atoms 1 to 8: O -0.38; H 0.08; H 0.09; C -0.29; H 0.05; C -0.02; H 0.10; H 0.12



[3]
# C22H26N7Pd

A molecular structure, C22H26N7Pd at a distorted geometry (ωB97M-V/def2-TZVPD, the Open Molecules 2025 dataset).

```
56
Properties=species:S:1:pos:R:3
H -3.7379 -2.7641 -1.2615
C -1.7878 2.0702 -2.4253
C -2.8997 2.1210 -3.2556
H 3.1598 -0.9916 -0.2772
H 4.3640 0.0840 -0.9451
H 2.6712 -1.5833 4.0317
C -2.6519 -0.1026 -1.4853
C -1.7129 1.0167 -1.4463
H -2.1818 -2.7798 -1.9795
C 0.3673 0.5578 3.6090
C 2.3953 2.7009 0.4000
C -3.8109 1.0630 -3.2993
C -2.9111 -0.9026 0.8043
H -0.1945 1.4551 3.7554
H 1.9380 -0.7126 -2.4526
C 0.2534 1.9278 -0.4683
C 2.0182 0.3986 -2.3745
C 0.8417 -3.4815 -0.0331
H -0.9285 2.7223 -2.5622
H -3.9870 -1.0638 0.8623
C 0.8480 -1.4259 2.8901
N 1.8098 -3.5586 1.9832
H 3.6180 0.6471 0.6026
H 1.0879 0.6954 -2.7932
C -0.3532 3.1489 -0.0150
N -0.1063 -0.4954 2.8536
H 2.2252 4.3890 1.7231
H -4.1482 -1.0574 -2.6558
H -2.6696 0.1026 1.1099
C 1.5575 0.2069 4.1943
H 2.3912 -4.9934 0.3942
H -2.3733 -3.2459 -0.2663
H -2.3686 -1.5753 1.4900
C 1.7047 3.7194 0.9969
Pd -0.0933 -0.8598 -0.0547
C 1.7083 1.7843 -0.3787
C -3.6410 -0.0919 -2.4968
H 3.4868 2.6586 0.4016
H 2.5977 -3.6548 2.6940
H 2.7627 0.7130 -3.1460
C 1.8147 -4.1153 0.7187
N 1.8048 -1.0855 3.8351
C 0.8968 -2.5439 1.9792
N 2.3337 0.7909 -1.0378
N -2.4342 -1.1579 -0.5454
H -3.1053 3.0654 -3.7856
H 0.5292 -3.6023 -1.0891
H -1.4259 3.2307 -0.2287
C -2.6909 -2.5611 -1.0398
C 3.4498 0.0557 -0.3218
N 0.1958 -2.6139 0.8394
N -0.5127 0.8305 -0.8482
C 0.3884 4.0337 0.7187
H 2.2352 0.8104 4.8147
H -0.0470 4.9070 1.1533
H -4.6818 1.1133 -3.8868
```

Calculated values
LUMO energy (spin up / spin down) in Eh: 0.09256 / 0.09256
Net charge: -1

Löwdin population analysis, charges in e, atoms 1 to 8: H 0.06; C -0.07; C -0.14; H 0.05; H 0.07; H 0.14; C -0.20; C -0.24



[4]
# C22H26NO7

2 unconnected molecules or ions with the total composition C22H26NO7 at a distorted geometry (ωB97M-V/def2-TZVPD, the Open Molecules 2025 dataset).

```
56
Properties=species:S:1:pos:R:3
H -0.3780 0.8546 6.5716
H 3.3448 3.5853 4.2254
C 5.0985 3.1632 6.1337
N -2.1683 -2.2094 9.4925
C 2.2864 0.1235 5.6533
O 0.4213 1.8803 3.9945
O 4.3678 1.2009 5.0414
C 0.2396 -1.1832 6.1862
H -1.0195 -3.9102 7.8293
H 1.9792 2.6057 4.8321
C 2.4442 0.8401 1.9285
H -3.6166 -3.3482 8.4961
H -2.2084 -0.6115 10.8979
O 1.9077 0.4031 8.0280
C -0.4049 -1.5821 3.1247
C 3.5391 0.1310 4.8755
H 0.1091 -2.3604 2.5560
C -1.4501 -1.8539 8.3455
C 2.4409 0.7557 6.9957
H -2.9192 -0.4415 3.9935
H -0.6563 -1.9324 4.1371
O 3.3649 1.7764 7.0671
H -4.2424 -1.8586 9.2458
H 0.4882 -3.3159 5.9130
H 4.8053 3.9970 6.7723
H 5.8800 2.5770 6.6200
H -3.1460 0.3777 2.4318
C 0.5131 -0.3957 3.2446
C 3.8813 2.2986 5.8371
C -1.3173 -0.5142 7.9309
C -1.8581 -1.6466 10.7902
C -0.8712 -2.8719 7.5357
C -0.4981 -0.1892 6.8581
C -2.4055 -0.0965 3.0854
C -0.1804 0.8925 3.5742
C 1.6981 -0.4054 2.3064
C 1.3360 -0.8089 5.2715
H -2.3705 -2.2514 11.5445
O 2.0404 -1.4808 1.7852
C -3.5312 -2.6920 9.3693
H 2.0031 1.7269 2.3952
H 5.4723 3.5608 5.1870
H -1.8196 0.2846 8.4908
H -1.3752 -0.9248 1.3544
O 3.8855 -0.7728 4.1349
H -3.7973 -3.2334 10.2859
H 3.4946 0.7406 2.2537
H 1.6921 -1.5793 4.5893
C -0.0305 -2.5352 6.4817
C 2.8768 3.1609 5.1206
H -0.7806 -1.6784 10.9782
H 2.4273 0.9439 0.8228
C -1.6740 -1.2015 2.3754
H -2.3132 -2.0840 2.3199
H 2.5939 3.9970 5.7735
O -1.5216 0.9985 3.4800
```

Calculated values
Relative energy (zero: lowest compared OMol25 entry of this formula, charge and spin) in kcal/mol: 0.00
LUMO energy in Eh: 0.10041
Net charge: -1

Löwdin population analysis, charges in e, atoms 1 to 8: H 0.13; H 0.10; C 0.00; N -0.25; C -0.06; O 0.02; O 0.07; C -0.20



Number 1: electronic energy -1408.1956 Eh. Number 2: electronic energy -2226.6213 Eh. Number 3: electronic energy -1364.9883 Eh. Number 4: electronic energy -1435.4044 Eh.